No. 1
# C22H11F4N2O2

The ion C22H11F4N2O2 with charge +1 in a non-equilibrium geometry (the ωB97M-V functional and the def2-TZVPD basis, the Open Molecules 2025 dataset).

The geometry in ORCA input format:
```
! wB97M-V def2-TZVPD RIJCOSX def2/J DEFGRID3
* xyz 1 1
N 2.6124 0.9209 1.5781
N 1.6260 0.3451 1.4324
C 0.4690 -0.3652 0.8623
C 0.7239 0.0808 -0.9165
C -0.5871 0.6480 -1.2594
C -0.8881 2.0145 -1.4131
C -2.1926 2.4076 -1.7741
F -2.4770 3.7489 -1.8837
C -3.2561 1.5180 -1.9381
C -2.9480 0.1701 -1.7393
F -3.9758 -0.7422 -1.7623
C -1.6594 -0.2612 -1.4554
C 1.9951 0.6058 -1.4118
C 3.0793 -0.3078 -1.5718
C 4.3640 0.1340 -1.8725
F 5.3926 -0.7759 -1.9210
C 4.6734 1.4759 -2.0837
C 3.5920 2.3392 -2.0787
F 3.8650 3.6844 -2.1629
C 2.2619 1.9304 -1.8681
C -0.7322 0.2157 1.5348
O -0.9979 1.3984 1.5312
C -1.4473 -0.8840 2.2009
C -2.6950 -0.8519 2.8140
C -3.1097 -2.0103 3.5075
C -2.3318 -3.1693 3.4967
C -1.1102 -3.2181 2.7812
C -0.6769 -2.0551 2.1438
C 0.5630 -1.7717 1.3847
O 1.5744 -2.4649 1.2388
H 0.7310 -1.0262 -0.9917
H -0.1706 2.7738 -1.0819
H -4.2661 1.8479 -2.0599
H -1.4726 -1.3197 -1.2891
H 2.9089 -1.3627 -1.3670
H 5.6960 1.8222 -2.0991
H 1.4853 2.6745 -1.9353
H -3.3191 0.0317 2.7101
H -4.0623 -2.0177 4.0292
H -2.6967 -4.0532 4.0104
H -0.5409 -4.1309 2.6802
*
```

Properties
Structure (SMILES): N#[N+]C1(C(c2cc(F)cc(F)c2)c2cc(F)cc(F)c2)C(=O)c2ccccc2C1=O
Molar mass, g/mol: 411.33
E_LUMO, eV: -5.25
HOMO energy, eV: -12.721
Gap between HOMO and LUMO, eV: 7.471
Energy, eV: -40927.2106



No. 2
# C22H12ClN6O4S2Zn

A structure of composition C22H12ClN6O4S2Zn (the ωB97M-V functional and the def2-TZVPD basis, the Open Molecules 2025 dataset).

The geometry in ORCA input format:
```
! wB97M-V def2-TZVPD RIJCOSX def2/J DEFGRID3
* xyz -1 1
Zn 0.1477 0.1478 0.1564
S 0.1043 -0.3379 2.4755
C 1.6606 -1.1296 2.5718
C 1.9202 -1.9732 3.6663
C 3.1268 -2.6367 3.8357
C 3.3221 -3.4980 4.9880
N 3.4647 -4.1757 5.9086
C 4.1417 -2.4581 2.8865
C 3.9004 -1.6354 1.7970
C 2.6851 -0.9666 1.6039
S 2.5017 -0.0154 0.1421
C 5.4174 -3.1389 3.0034
N 6.4287 -3.6845 3.0909
H 1.1402 -2.1098 4.4061
H 4.6808 -1.5129 1.0545
O -5.7465 -0.0950 -0.0785
C -5.3179 -1.3006 0.2103
O -6.0794 -2.1839 0.5302
C -3.8346 -1.5617 0.0774
C -3.2615 -2.8111 0.1816
Cl -4.0634 -4.2684 0.5368
N -1.9114 -2.6938 0.0278
N -1.5857 -1.4043 -0.1528
C -2.7085 -0.7099 -0.1328
C -2.5815 0.8012 -0.3175
O -3.6050 1.4409 -0.6153
O -1.4281 1.3207 -0.1905
C -0.8237 -3.6631 -0.0075
C 0.4762 -3.1666 -0.0348
C 1.5570 -4.0307 -0.0484
C 1.3654 -5.4034 -0.0362
C 0.0712 -5.8980 -0.0230
C -1.0246 -5.0423 -0.0161
H -4.9755 0.5283 -0.2874
H 0.6688 -2.1058 -0.0371
H 2.5577 -3.6096 -0.0498
H 2.2155 -6.0772 -0.0246
H -0.1043 -6.9677 -0.0122
H -2.0092 -5.4664 -0.0083
N -0.1872 -0.3684 -4.2613
C 0.5634 0.7907 -4.2077
C 0.8071 0.9912 -2.8865
N 0.2150 -0.0176 -2.1400
C -0.3748 -0.8157 -2.9949
H -0.5434 -0.8013 -5.0885
H 0.8430 1.3461 -5.0904
H 1.3716 1.7856 -2.4143
H -0.9271 -1.7161 -2.7510
*
```

Properties
Molar mass, g/mol: 589.35
E_LUMO, eV: 2.03
HOMO energy, eV: -4.890
Gap between HOMO and LUMO, eV: 6.916
Energy, eV: -122756.1191